No. 1
{
  "formula": "C2H5N5O",
  "method": "ωB97M-V/def2-TZVPD",
  "symbols": ["C", "C", "H", "H", "H", "H", "H", "N", "N", "N", "N", "N", "O"],
  "positions_angstrom": [[0.0379, -0.0228, 0.8409], [-0.1980, -0.6102, -1.2858], [1.5891, 1.7246, 0.5299], [1.5858, 2.0463, 2.2481], [0.7480, -0.3598, -2.8575], [-1.8038, -2.1155, -0.6948], [-2.0463, -0.0170, 0.8751], [1.6803, 1.3959, 1.4829], [0.5936, 0.4537, 1.8772], [0.5013, 0.1614, -0.5738], [-1.4256, -1.1094, -0.6519], [-1.2044, -0.7655, 0.8003], [-0.0579, -0.7818, -2.5905]],
  "atomic_forces_ev_per_a": [[0.033, 0.183, -2.283], [-2.889, -0.429, 0.829], [-0.334, 0.298, 0.230], [0.392, 0.646, -0.581], [0.860, 0.477, -0.221], [1.495, 2.000, -0.342], [2.698, -2.072, 0.530], [-0.950, -2.060, 1.813], [0.489, 0.992, -2.217], [0.404, -0.195, 2.434], [1.664, -0.954, 0.761], [-2.834, 2.046, -1.234], [-1.026, -0.933, 0.283]],
  "charge": 0,
  "mol_weight_g_mol": 115.10,
  "e_lumo_ev": 0.54,
  "fmax_ev_per_a": 3.7,
  "relative_energy_kcal_mol": 51.0,
  "total_energy_ev": -11650.334,
  "e_homo_ev": -8.35,
  "gap_ev": 8.90,
  "smiles": "N/N=c1\\nc(O)[nH][nH]1"
}

No. 2
{
  "formula": "C2H5N5O2",
  "method": "ωB97M-V/def2-TZVPD",
  "symbols": ["C", "C", "N", "N", "N", "N", "N", "O", "O", "H", "H", "H", "H", "H"],
  "positions_angstrom": [[1.7865, 0.5400, -1.3809], [0.6350, 1.1333, -0.0031], [0.9373, 0.9056, 1.2092], [0.9273, -0.1280, 1.8944], [-0.3795, -1.1490, 0.2932], [0.2244, -1.1909, 1.5281], [-0.2145, 1.9331, -0.6383], [1.9733, -0.6359, -1.3242], [2.1244, 1.5516, -1.9462], [-1.3172, -1.5366, 0.1291], [0.6665, -2.0203, 1.8145], [0.1762, -1.5660, -0.4657], [-0.9181, 2.3948, -0.2218], [0.1465, 2.2397, -1.5144]],
  "atomic_forces_ev_per_a": [[0.288, 1.387, 1.238], [-0.081, -0.012, -4.498], [-0.766, -0.935, 2.220], [1.528, 1.082, 1.040], [-0.169, -0.738, -2.255], [-1.925, 0.586, -1.200], [3.128, -2.274, 0.368], [-0.160, -1.126, 0.041], [-0.319, -0.046, -0.500], [0.366, 0.298, 1.457], [0.510, -1.083, 0.586], [0.408, 0.605, 0.498], [-2.886, 2.023, 1.796], [0.077, 0.233, -0.791]],
  "charge": 0,
  "mol_weight_g_mol": 131.10,
  "e_lumo_ev": [0.15, 0.15],
  "fmax_ev_per_a": 4.5,
  "relative_energy_kcal_mol": 65.3,
  "total_energy_ev": -13696.713,
  "e_homo_ev": [-8.65, -8.65],
  "gap_ev": [8.80, 8.80]
}

No. 3
{
  "formula": "C2H5N5O3",
  "method": "ωB97M-V/def2-TZVPD",
  "symbols": ["C", "C", "H", "H", "H", "H", "H", "N", "N", "N", "N", "N", "O", "O", "O"],
  "positions_angstrom": [[0.3885, -1.9871, 0.2223], [-0.1260, 0.4300, 0.0570], [0.9694, -2.6639, 0.9409], [-0.6969, -2.4328, 0.0896], [1.0181, -1.9371, -0.6929], [-0.1116, 1.8761, 1.5617], [-0.5256, 2.3062, -0.0783], [0.2459, -0.6905, 0.8781], [0.7653, -0.6882, 2.1691], [-0.2845, 1.5862, 0.6210], [-0.2907, 0.0675, -1.2389], [-0.5797, 0.9865, -2.1771], [0.7301, 0.3737, 2.7839], [-0.7850, 2.1814, -1.8348], [-0.7172, 0.5919, -3.3016]],
  "atomic_forces_ev_per_a": [[-0.646, -2.136, 0.745], [0.259, -1.961, -0.415], [-1.051, 1.040, -0.798], [2.443, 0.772, -0.238], [-1.007, 0.098, 0.482], [0.233, -0.756, 0.425], [0.063, -0.321, 0.305], [0.619, 0.451, -0.171], [-0.629, 2.077, -0.017], [-0.519, 2.172, -1.015], [0.744, -0.619, 1.923], [-1.103, 1.537, 0.805], [-0.021, -1.745, -1.263], [0.330, -0.531, -0.535], [0.284, -0.078, -0.233]],
  "charge": 0,
  "mol_weight_g_mol": 147.09,
  "e_lumo_ev": -0.88,
  "fmax_ev_per_a": 2.6,
  "relative_energy_kcal_mol": 52.8,
  "total_energy_ev": -15742.231,
  "e_homo_ev": -10.53,
  "gap_ev": 9.65,
  "smiles": "CN(N=O)/C(N)=N/[N+](=O)[O-]"
}

No. 4
{
  "formula": "C2H5N7O",
  "method": "ωB97M-V/def2-TZVPD",
  "symbols": ["C", "C", "N", "N", "N", "N", "N", "N", "N", "O", "H", "H", "H", "H", "H"],
  "positions_angstrom": [[-0.3876, 1.7944, 0.1276], [0.7898, -0.1172, 0.1355], [0.8894, 1.9512, 0.6063], [1.5999, 0.7823, 0.6114], [-1.3424, 2.5845, -0.0589], [-0.4231, 0.4210, -0.1924], [1.0227, -1.4559, 0.0378], [-1.5114, -0.2822, -0.7024], [-0.7621, 4.5170, 0.9773], [-1.6552, 5.2356, 0.8498], [1.9970, -1.7056, 0.0739], [0.4841, -1.9131, -0.6812], [-2.1121, 0.4047, -1.1616], [-2.0476, -0.7007, 0.0628], [1.2994, 2.8044, 0.9409]],
  "atomic_forces_ev_per_a": [[0.979, -0.498, 0.332], [0.558, 1.035, 0.276], [-0.759, 0.337, -0.244], [0.540, -1.517, -0.025], [-0.965, 2.968, 0.815], [0.104, 0.342, 0.288], [-0.055, -0.289, -0.006], [-0.215, -0.071, -0.005], [-3.167, 0.053, -1.503], [2.657, -2.270, 0.331], [0.012, -0.018, -0.044], [0.058, -0.041, -0.074], [0.194, -0.178, 0.052], [0.134, 0.364, -0.107], [-0.074, -0.219, -0.085]],
  "charge": 0,
  "mol_weight_g_mol": 143.11,
  "e_lumo_ev": [-0.86, -0.86],
  "fmax_ev_per_a": 3.5,
  "relative_energy_kcal_mol": 21.5,
  "total_energy_ev": -14627.743,
  "e_homo_ev": [-7.31, -7.31],
  "gap_ev": [6.45, 6.45]
}

No. 5
{
  "formula": "C2H5NO",
  "method": "ωB97M-V/def2-TZVPD",
  "symbols": ["C", "N", "C", "O", "H", "H", "H", "H", "H"],
  "positions_angstrom": [[0.3403, -0.3271, -0.3003], [0.3217, -0.5325, -1.6317], [-0.1920, 0.9690, 0.4569], [0.8178, -1.2126, 0.7926], [-0.0472, -1.5012, -1.8142], [-0.2451, -1.0553, 0.4413], [0.6536, 1.4685, 1.0059], [-0.9261, 0.6323, 1.2926], [-0.7231, 1.5589, -0.2432]],
  "atomic_forces_ev_per_a": [[-1.572, 1.805, 0.148], [-0.173, -0.465, 0.380], [1.089, -1.886, 1.052], [1.065, -0.339, -0.320], [0.902, 0.952, 0.198], [-1.410, -1.737, 1.022], [-0.701, 0.056, -0.609], [1.124, 0.595, -1.292], [-0.324, 1.019, -0.577]],
  "charge": -1,
  "mol_weight_g_mol": 59.07,
  "e_lumo_ev": [4.79, 4.70],
  "fmax_ev_per_a": 2.5,
  "relative_energy_kcal_mol": 61.4,
  "spin_multiplicity": 2,
  "total_energy_ev": -5688.459,
  "e_homo_ev": [-0.23, -2.86],
  "gap_ev": [5.01, 7.56]
}

No. 6
{
  "formula": "C2H5NO",
  "method": "ωB97M-V/def2-TZVPD",
  "symbols": ["C", "C", "O", "N", "H", "H", "H", "H", "H"],
  "positions_angstrom": [[-1.2397, 0.0463, -0.0055], [0.2614, 0.3802, 0.0645], [0.6760, 1.5096, 0.2007], [1.0927, -0.7598, -0.1709], [-1.6929, 0.4139, 0.9200], [-1.4919, -1.0133, -0.1300], [-1.6642, 0.6023, -0.8508], [2.0949, -0.2871, -0.4756], [1.9636, -0.8923, 0.4476]],
  "atomic_forces_ev_per_a": [[0.355, 0.138, 0.087], [0.119, 0.038, 0.191], [-0.363, -0.603, -0.010], [4.489, 0.749, -0.558], [-0.017, 0.042, -0.198], [0.428, 0.278, 0.059], [0.091, -0.028, 0.264], [-2.705, 0.213, -1.733], [-2.397, -0.827, 1.898]],
  "charge": 0,
  "mol_weight_g_mol": 59.07,
  "e_lumo_ev": 0.83,
  "fmax_ev_per_a": 4.6,
  "relative_energy_kcal_mol": 50.6,
  "total_energy_ev": -5691.034,
  "e_homo_ev": -10.04,
  "gap_ev": 10.87,
  "smiles": "CC(N)=O"
}

No. 7
{
  "formula": "C2H5NO",
  "method": "ωB97M-V/def2-TZVPD",
  "symbols": ["C", "C", "N", "O", "H", "H", "H", "H", "H"],
  "positions_angstrom": [[-0.9993, 1.2870, -0.0027], [0.8222, -0.4782, -0.2447], [0.1469, 0.9757, 0.5171], [0.0226, -1.5159, 0.2212], [-1.4812, 2.1250, 0.4511], [-1.4266, 0.5535, -0.6194], [1.8652, -0.5954, 0.0454], [0.5918, -0.3888, -1.2619], [0.4584, -1.9628, 0.8939]],
  "atomic_forces_ev_per_a": [[3.519, -1.410, 2.287], [-2.525, 2.121, 3.120], [0.579, -1.350, -2.264], [-0.844, 0.730, -1.902], [-0.649, 0.490, -0.148], [-1.253, -0.353, -1.425], [-0.115, 0.482, -0.155], [0.217, 0.492, -1.553], [1.071, -1.203, 2.041]],
  "charge": 0,
  "mol_weight_g_mol": 59.07,
  "e_lumo_ev": 0.93,
  "fmax_ev_per_a": 4.5,
  "relative_energy_kcal_mol": 68.0,
  "total_energy_ev": -5690.281,
  "e_homo_ev": -9.09,
  "gap_ev": 10.03,
  "smiles": "C=NCO"
}

No. 8
{
  "formula": "C2H5NO",
  "method": "ωB97M-V/def2-TZVPD",
  "symbols": ["C", "C", "N", "O", "H", "H", "H", "H", "H"],
  "positions_angstrom": [[1.1737, 0.1075, 0.9733], [-0.4276, -0.0284, -0.8267], [0.8059, -0.5006, -0.0616], [-1.5399, -0.7401, -0.5264], [2.0974, -0.3910, 1.4363], [0.7138, 1.0782, 1.3771], [-0.2905, -0.2428, -1.9744], [-0.5789, 1.1535, -0.6980], [-1.9539, -0.4363, 0.3004]],
  "atomic_forces_ev_per_a": [[1.037, 0.065, 0.394], [1.885, 2.230, -1.701], [-1.722, 0.134, -1.141], [-1.485, -0.590, 1.085], [-1.385, 1.255, -0.039], [0.593, -1.257, -0.396], [0.325, 0.566, 2.281], [0.353, -2.220, -0.084], [0.400, -0.183, -0.398]],
  "charge": 0,
  "mol_weight_g_mol": 59.07,
  "e_lumo_ev": 0.89,
  "fmax_ev_per_a": 3.4,
  "relative_energy_kcal_mol": 53.9,
  "total_energy_ev": -5690.893,
  "e_homo_ev": -9.53,
  "gap_ev": 10.42,
  "smiles": "C=NCO"
}

No. 9
{
  "formula": "C2H5NO",
  "method": "ωB97M-V/def2-TZVPD",
  "symbols": ["C", "C", "O", "N", "H", "H", "H", "H", "H"],
  "positions_angstrom": [[0.2089, -1.1893, 0.0794], [-0.9079, 0.7144, 1.2065], [-1.5189, 1.3879, 1.9528], [-0.2627, 0.1368, 0.3724], [0.8492, -1.5627, 0.8847], [0.7919, -1.1613, -0.8433], [-0.6290, -1.8796, -0.0595], [0.7666, 2.1711, -1.9756], [0.6165, 1.6332, -1.4831]],
  "atomic_forces_ev_per_a": [[0.058, -0.231, -0.013], [-0.019, 0.064, 0.010], [0.370, -0.418, -0.449], [-0.369, 0.397, 0.455], [-0.090, 0.051, -0.120], [-0.089, 0.002, 0.139], [0.124, 0.099, 0.017], [0.009, -0.054, 0.016], [0.006, 0.090, -0.054]],
  "charge": 0,
  "mol_weight_g_mol": 59.07,
  "e_lumo_ev": 0.73,
  "fmax_ev_per_a": 0.7,
  "relative_energy_kcal_mol": 37.7,
  "total_energy_ev": -5691.596,
  "e_homo_ev": -10.45,
  "gap_ev": 11.18,
  "smiles": "CN=C=O.[H][H]"
}

No. 10
{
  "formula": "C2H5NO2",
  "method": "ωB97M-V/def2-TZVPD",
  "symbols": ["C", "C", "H", "H", "H", "H", "H", "N", "O", "O"],
  "positions_angstrom": [[0.0779, -0.5681, 0.1454], [-1.3368, 0.1270, 0.0503], [1.6515, -0.1082, -1.0050], [1.8285, 0.3142, 0.5023], [0.2494, -0.9749, 1.1086], [0.0574, -1.4447, -0.5267], [-0.1886, 1.5349, 0.1956], [1.1587, 0.2441, -0.2314], [-2.2924, -0.5472, -0.1932], [-1.2055, 1.4228, -0.0457]],
  "atomic_forces_ev_per_a": [[-1.606, -1.773, -0.719], [2.121, -2.021, -1.517], [0.426, -0.181, -1.280], [0.513, 0.208, 0.505], [-0.232, -0.381, 1.198], [-0.561, 0.317, 0.332], [-2.282, 0.292, -1.199], [0.689, 1.851, 0.745], [-0.937, 0.415, 0.575], [1.869, 1.273, 1.361]],
  "charge": 0,
  "mol_weight_g_mol": 75.07,
  "e_lumo_ev": 0.59,
  "fmax_ev_per_a": 3.3,
  "relative_energy_kcal_mol": 19.9,
  "total_energy_ev": -7739.888,
  "e_homo_ev": -9.76,
  "gap_ev": 10.36,
  "smiles": "NCC(=O)O"
}

No. 11
{
  "formula": "C2H5NO2",
  "method": "ωB97M-V/def2-TZVPD",
  "symbols": ["C", "C", "H", "H", "H", "H", "H", "N", "O", "O"],
  "positions_angstrom": [[-0.4206, -0.5384, 0.3120], [0.9811, -0.0770, 0.0203], [-1.9318, -0.1808, -0.9943], [-1.5030, 1.2295, -0.1840], [-0.2742, -0.8888, 1.3303], [-0.3670, -1.5195, -0.1463], [2.1100, 1.3698, -0.0686], [-1.5640, 0.1895, -0.1255], [1.8128, -0.8621, -0.2193], [1.1566, 1.2780, 0.0753]],
  "atomic_forces_ev_per_a": [[1.279, -0.882, -0.565], [-2.807, 2.139, 0.069], [0.182, 0.226, 0.215], [0.257, -1.495, 0.248], [-1.033, 0.688, 0.985], [-0.570, -0.137, -0.520], [0.072, 0.423, -0.052], [-0.711, 1.281, 0.107], [2.935, -1.375, -0.464], [0.396, -0.868, -0.022]],
  "charge": 0,
  "mol_weight_g_mol": 75.07,
  "e_lumo_ev": 0.71,
  "fmax_ev_per_a": 3.5,
  "relative_energy_kcal_mol": 17.8,
  "total_energy_ev": -7739.981,
  "e_homo_ev": -9.32,
  "gap_ev": 10.03,
  "smiles": "NCC(=O)O"
}

No. 12
{
  "formula": "C2H5NO2",
  "method": "ωB97M-V/def2-TZVPD",
  "symbols": ["C", "C", "H", "H", "H", "H", "H", "N", "O", "O"],
  "positions_angstrom": [[-0.4283, 1.1509, 0.0769], [1.0923, -0.7722, 0.0684], [-0.8276, 1.3088, 1.0776], [-1.0784, 1.7404, -0.7616], [0.5973, 1.5999, -0.0696], [-1.2214, -1.6753, -0.8218], [1.1035, -1.9018, 0.4376], [-0.1570, -0.2991, -0.1321], [-1.1642, -1.0464, 0.1413], [2.0838, -0.1052, -0.0166]],
  "atomic_forces_ev_per_a": [[0.988, 1.182, -2.634], [0.128, -1.922, 1.458], [-0.039, 0.062, -0.106], [1.152, -2.054, 1.939], [-1.150, -0.240, 0.652], [-0.623, 2.364, 4.348], [-0.205, 1.785, -0.963], [2.626, 4.997, -0.640], [-3.762, -6.404, -3.814], [0.885, 0.230, -0.240]],
  "charge": 0,
  "mol_weight_g_mol": 75.07,
  "e_lumo_ev": 0.38,
  "fmax_ev_per_a": 8.3,
  "relative_energy_kcal_mol": 86.0,
  "total_energy_ev": -7737.023,
  "e_homo_ev": -9.33,
  "gap_ev": 9.71,
  "smiles": "CN(O)C=O"
}

> Which of these has the lowest charge?

number 5

Please write out number 2 again, unchanged.
{
  "formula": "C2H5N5O2",
  "method": "ωB97M-V/def2-TZVPD",
  "symbols": ["C", "C", "N", "N", "N", "N", "N", "O", "O", "H", "H", "H", "H", "H"],
  "positions_angstrom": [[1.7865, 0.5400, -1.3809], [0.6350, 1.1333, -0.0031], [0.9373, 0.9056, 1.2092], [0.9273, -0.1280, 1.8944], [-0.3795, -1.1490, 0.2932], [0.2244, -1.1909, 1.5281], [-0.2145, 1.9331, -0.6383], [1.9733, -0.6359, -1.3242], [2.1244, 1.5516, -1.9462], [-1.3172, -1.5366, 0.1291], [0.6665, -2.0203, 1.8145], [0.1762, -1.5660, -0.4657], [-0.9181, 2.3948, -0.2218], [0.1465, 2.2397, -1.5144]],
  "atomic_forces_ev_per_a": [[0.288, 1.387, 1.238], [-0.081, -0.012, -4.498], [-0.766, -0.935, 2.220], [1.528, 1.082, 1.040], [-0.169, -0.738, -2.255], [-1.925, 0.586, -1.200], [3.128, -2.274, 0.368], [-0.160, -1.126, 0.041], [-0.319, -0.046, -0.500], [0.366, 0.298, 1.457], [0.510, -1.083, 0.586], [0.408, 0.605, 0.498], [-2.886, 2.023, 1.796], [0.077, 0.233, -0.791]],
  "charge": 0,
  "mol_weight_g_mol": 131.10,
  "e_lumo_ev": [0.15, 0.15],
  "fmax_ev_per_a": 4.5,
  "relative_energy_kcal_mol": 65.3,
  "total_energy_ev": -13696.713,
  "e_homo_ev": [-8.65, -8.65],
  "gap_ev": [8.80, 8.80]
}

Repeat the first record exactly.
{
  "formula": "C2H5N5O",
  "method": "ωB97M-V/def2-TZVPD",
  "symbols": ["C", "C", "H", "H", "H", "H", "H", "N", "N", "N", "N", "N", "O"],
  "positions_angstrom": [[0.0379, -0.0228, 0.8409], [-0.1980, -0.6102, -1.2858], [1.5891, 1.7246, 0.5299], [1.5858, 2.0463, 2.2481], [0.7480, -0.3598, -2.8575], [-1.8038, -2.1155, -0.6948], [-2.0463, -0.0170, 0.8751], [1.6803, 1.3959, 1.4829], [0.5936, 0.4537, 1.8772], [0.5013, 0.1614, -0.5738], [-1.4256, -1.1094, -0.6519], [-1.2044, -0.7655, 0.8003], [-0.0579, -0.7818, -2.5905]],
  "atomic_forces_ev_per_a": [[0.033, 0.183, -2.283], [-2.889, -0.429, 0.829], [-0.334, 0.298, 0.230], [0.392, 0.646, -0.581], [0.860, 0.477, -0.221], [1.495, 2.000, -0.342], [2.698, -2.072, 0.530], [-0.950, -2.060, 1.813], [0.489, 0.992, -2.217], [0.404, -0.195, 2.434], [1.664, -0.954, 0.761], [-2.834, 2.046, -1.234], [-1.026, -0.933, 0.283]],
  "charge": 0,
  "mol_weight_g_mol": 115.10,
  "e_lumo_ev": 0.54,
  "fmax_ev_per_a": 3.7,
  "relative_energy_kcal_mol": 51.0,
  "total_energy_ev": -11650.334,
  "e_homo_ev": -8.35,
  "gap_ev": 8.90,
  "smiles": "N/N=c1\\nc(O)[nH][nH]1"
}